Entry from OMol25: a 2-piece molecular cluster, C2H6N3O overall in a non-equilibrium geometry (ωB97M-V/def2-TZVPD).

Structure (XYZ):
```
12
C2H6N3O ωB97M-V/def2-TZVPD
C -2.0836 0.3239 -0.4498
C 0.0073 0.0015 0.3218
N -1.9889 -0.9088 0.3603
N -0.8208 -1.1245 0.6922
N 1.3347 -0.3190 -0.2741
O -0.7133 0.7897 -0.5692
H -2.6447 0.2961 -1.4091
H -2.8470 1.0083 -0.0434
H 0.2946 0.5569 1.6812
H 2.2021 0.3718 -0.2684
H 1.1701 -0.4234 -1.2906
H 1.7092 -1.1966 0.0472
```

**Energy**: -318.92344 Ha
**Lowest unoccupied orbital energy**: -4.6229 eV
**Net charge**: +1
**HOMO level**: -15.00 eV
**Energy relative to the best compared isomer or geometry (same formula, charge and spin)**: 4.868 eV

***

Entry from OMol25: a 8-piece molecular cluster, C5H25NO8 overall in a non-equilibrium geometry (ωB97M-V/def2-TZVPD).

Structure (XYZ):
```
39
C5H25NO8 ωB97M-V/def2-TZVPD
C 2.3856 -3.4524 0.4879
C 0.9909 -2.9977 0.1747
C 0.8118 -2.2719 -1.1674
C 0.7689 -0.7584 -0.8929
N 0.8326 0.1178 -2.0743
C 2.0821 -0.3531 -0.1223
O 3.1111 -0.2315 -0.7123
H 2.6052 -3.7190 1.5151
H 2.6878 -4.2973 -0.1202
H 3.2043 -2.7558 0.2642
H 0.5186 -2.4562 0.9920
H 0.3006 -3.8357 0.3544
H 1.6147 -2.6754 -1.7662
H -0.1886 -2.3953 -1.5906
H -0.1364 -0.4153 -0.3963
H -0.0613 0.3929 -2.4422
H 1.5769 -0.0460 -2.7229
H 1.8605 -0.3347 0.9612
O -2.5847 -0.8797 -1.5460
H -3.4361 -0.4915 -1.7649
H -2.1299 -0.0863 -1.2353
O -1.7281 2.3724 0.9606
H -2.1462 1.7530 1.5926
H -0.8657 2.2532 1.3901
O 1.1393 2.7711 2.2682
H 1.9659 2.5993 2.7275
H 1.3877 3.1447 1.4142
O -4.5843 -1.1848 0.6080
H -4.2122 -2.0712 0.5862
H -4.0513 -0.6836 -0.0191
O -0.8222 0.7431 4.0590
H -0.5163 1.4354 3.4655
H -1.5482 1.1594 4.5268
O -2.3844 1.8299 -2.0557
H -2.1817 2.2278 -2.9021
H -2.0999 2.4125 -1.3463
O 2.0146 2.3978 -0.6872
H 2.8006 2.9409 -0.5922
H 1.8757 2.0949 -1.5908
```

**Energy**: -862.12627 Ha
**Lowest unoccupied orbital energy**: 0.2098 eV
**Net charge**: 0
**HOMO level**: -8.74 eV
**Structure (SMILES)**: CCC[C@H](N)C=O.O.O.O.O.O.O.O
**Energy relative to the best compared isomer or geometry (same formula, charge and spin)**: 2.926 eV

***

Entry from OMol25: a 5-piece molecular cluster, C38H64IN3O8S overall in a non-equilibrium geometry (ωB97M-V/def2-TZVPD).

Structure (XYZ):
```
115
C38H64IN3O8S ωB97M-V/def2-TZVPD
C 4.7246 -3.9905 1.1449
C 5.3945 -3.7642 -0.3059
C 6.1996 -2.3610 -0.3131
C 5.2129 -1.0908 -0.5885
C 4.6883 -0.4679 0.7900
C 3.9429 0.9383 0.5841
C 2.3192 0.8274 0.6828
C 1.7568 2.2787 0.2819
C 0.1585 2.3555 0.0887
C -0.5703 0.9191 0.2278
C -0.6275 -0.1039 -0.9712
I 0.4250 0.5733 -2.7782
C -1.3693 -1.4857 -0.8778
C -1.3964 -2.4627 -2.1546
C -2.5637 -2.1392 -3.2098
N -2.3121 -3.0356 -4.3958
N -2.5697 -0.7509 -3.7485
N -3.9409 -2.4412 -2.7377
C -2.0706 -1.8912 0.4776
S -2.9738 -3.4779 0.7596
C -2.0252 -4.6735 1.8599
O -3.3039 -4.2558 -0.4850
O -4.3108 -3.1004 1.3933
C -1.9793 -0.9006 1.6960
C -1.2447 0.4823 1.5462
C -1.1864 1.4481 2.8340
O -0.2118 2.1768 3.1270
C -2.4766 1.3820 3.7860
C -3.1441 0.1249 3.9264
C -2.6268 -1.1761 3.1218
O -2.7343 -2.2871 3.6842
H 3.7797 -3.3447 1.1864
H 4.4150 -5.0795 1.3244
H 5.4809 -3.6299 1.9208
H 6.1010 -4.6441 -0.5049
H 4.5915 -3.8010 -1.1295
H 6.7320 -2.2664 0.6973
H 7.0075 -2.4325 -1.1328
H 4.3683 -1.4802 -1.2625
H 5.8416 -0.3536 -1.2128
H 5.5994 -0.2556 1.4712
H 4.0024 -1.2097 1.3171
H 4.1358 1.3748 -0.4708
H 4.3079 1.7183 1.3345
H 1.9951 0.0244 -0.0729
H 1.9684 0.5512 1.7424
H 2.0274 3.0727 1.0766
H 2.2430 2.5766 -0.7241
H -0.2686 3.1200 0.8424
H -0.0428 2.8326 -0.9451
H -1.3348 -3.5777 -1.8599
H -0.3999 -2.2602 -2.7082
H -2.4135 -4.0237 -4.1347
H -2.9187 -2.7747 -5.1832
H -2.4757 -0.0510 -2.9990
H -1.7634 -0.6721 -4.3969
H -4.5254 -2.8626 -3.4693
H -4.3876 -1.5846 -2.3570
H -2.8342 -5.1858 2.5064
H -1.3556 -4.0608 2.5473
H -1.4890 -5.4719 1.2495
H -2.7717 2.3291 4.3381
H -4.0351 0.0881 4.6323
C -7.1881 -5.1840 -7.1742
C -7.8390 -4.7121 -5.8931
C -6.6362 -4.3915 -5.0279
O -5.5866 -3.9762 -5.9139
C -5.9724 -4.2826 -7.2608
H -7.8358 -5.1103 -8.0494
H -6.8731 -6.2274 -7.0679
H -8.4156 -3.8010 -6.0839
H -8.5049 -5.4487 -5.4406
H -6.2876 -5.2777 -4.4873
H -6.8401 -3.5994 -4.3034
H -6.2129 -3.3393 -7.7631
H -5.1372 -4.7529 -7.7846
C -1.4428 6.6042 4.2237
C -0.7482 5.4540 3.5289
C -0.2930 6.0961 2.2340
O -0.0490 7.4804 2.5206
C -0.5817 7.7839 3.8169
H -1.5169 6.4840 5.3060
H -2.4548 6.7239 3.8222
H 0.1209 5.1376 4.1146
H -1.3877 4.5844 3.3710
H -1.0748 6.0450 1.4681
H 0.6154 5.6378 1.8353
H 0.2618 7.9148 4.5035
H -1.1440 8.7195 3.7737
C 7.4238 -3.5554 5.7128
C 8.7777 -3.8382 5.1010
C 8.4292 -4.0267 3.6377
O 7.2847 -3.2033 3.3743
C 6.7488 -2.7456 4.6236
H 7.4740 -3.0274 6.6666
H 6.8836 -4.4949 5.8694
H 9.4283 -2.9658 5.2209
H 9.2837 -4.7031 5.5333
H 8.1514 -5.0647 3.4255
H 9.2471 -3.7421 2.9718
H 6.9835 -1.6798 4.7183
H 5.6629 -2.8644 4.6234
C -3.6253 7.6272 -2.1637
C -2.3788 8.4366 -2.4463
C -1.3363 7.7074 -1.6221
O -1.7328 6.3293 -1.5763
C -3.0727 6.2181 -2.0747
H -4.4002 7.7333 -2.9249
H -4.0497 7.9240 -1.1989
H -2.1272 8.3710 -3.5101
H -2.4697 9.4914 -2.1818
H -1.3089 8.0826 -0.5935
H -0.3337 7.7871 -2.0486
H -3.0247 5.7476 -3.0629
H -3.6595 5.5776 -1.4123
```

**Energy**: -2948.00248 Ha
**Lowest unoccupied orbital energy**: -1.5287 eV
**Net charge**: 0
**HOMO level**: -8.54 eV
**Structure (SMILES)**: CCCCCCCCCc1c(I)c(CC(N)(N)N)c(S(C)(=O)=O)c2c1C(=O)C=CC2=O.C1CCOC1.C1CCOC1.C1CCOC1.C1CCOC1

***

Entry from OMol25: a 2-piece molecular cluster, C4H8 overall in a non-equilibrium geometry (ωB97M-V/def2-TZVPD).

Structure (XYZ):
```
12
C4H8 ωB97M-V/def2-TZVPD
C 0.3797 0.2295 1.0015
C 0.5134 -0.9205 1.6243
H -0.2405 1.0902 1.4745
H 0.5983 0.4228 0.0009
H 0.1370 -0.9106 2.6426
H 0.8511 -1.8237 1.2110
C 0.0185 0.7637 -1.5668
C -0.8136 -0.0959 -1.0230
H 0.7553 0.4342 -2.3095
H 0.0957 1.7861 -1.3261
H -0.7890 -1.0945 -1.4905
H -1.5059 0.1188 -0.2389
```

**Energy**: -157.06030 Ha
**Lowest unoccupied orbital energy**: 1.2426 eV
**Net charge**: 0
**HOMO level**: -8.76 eV
**Structure (SMILES)**: C=C.C=C
**Energy relative to the best compared isomer or geometry (same formula, charge and spin)**: 3.365 eV